Record 1
{
  "formula": "C12H17BCl4N4O4P",
  "method": "the ωB97M-V functional and the def2-TZVPD basis",
  "symbols": ["C", "N", "C", "B", "O", "N", "C", "C", "C", "C", "N", "C", "C", "C", "N", "C", "C", "P", "O", "O", "O", "H", "H", "H", "H", "H", "H", "H", "H", "H", "H", "H", "H", "H", "H", "H", "H", "H", "C", "Cl", "Cl", "Cl", "Cl"],
  "positions_angstrom": [[-2.0302, 1.1990, -0.3145], [-0.8107, 2.0509, -0.5056], [-0.8109, 2.5107, -1.9494], [0.4060, 1.2999, -0.2602], [1.5003, 1.4798, -1.1581], [0.6351, 0.3588, 0.8976], [0.6163, -1.0568, 0.8077], [0.3855, -2.0193, -0.3542], [0.0660, -1.6722, -1.7490], [-0.0819, -2.7368, -2.7423], [-0.0065, -4.1030, -2.6154], [0.2490, -4.3753, -1.2897], [0.4689, -3.4886, -0.1598], [0.9267, -1.6181, 2.1202], [1.0951, -0.4997, 2.9901], [0.9157, 0.6214, 2.2146], [1.0454, 2.0230, 2.8819], [2.7927, 2.7021, 2.8944], [3.6389, 1.8920, 1.9641], [3.3202, 2.6110, 4.4786], [2.6885, 4.3089, 2.4657], [-2.1302, 0.9260, 0.7764], [-2.0425, 0.3050, -0.9959], [-2.9271, 1.8499, -0.5511], [-0.5689, 1.6620, -2.6551], [-1.8670, 2.8545, -2.1701], [-0.1055, 3.3788, -2.0620], [2.1786, 2.0483, -0.7448], [-0.0615, -0.6010, -2.0445], [-0.2866, -2.3921, -3.7961], [0.2948, -5.4794, -1.0545], [0.6752, -3.9111, 0.8528], [1.0353, -2.6727, 2.4494], [1.3295, -0.5679, 3.9798], [0.3335, 2.7165, 2.3351], [0.6891, 1.9237, 3.9498], [3.9976, 1.8966, 4.4323], [2.7051, 4.3092, 1.4873], [-4.0554, -1.9476, -2.9625], [-4.9138, -0.9325, -1.7850], [-4.1249, -1.1865, -4.5614], [-2.3490, -2.1217, -2.4638], [-4.8162, -3.5455, -3.0326]],
  "molar_mass_g_mol": 464.89,
  "lumo_energy_ha": -0.1351,
  "charge": 1,
  "energy_ha": -3194.27973,
  "homo_energy_ev": -12.067,
  "gap_ev": 8.39,
  "fmax_ev_per_a": 4.7
}

***

Record 2
{
  "formula": "C2H4N4O7",
  "method": "the ωB97M-V functional and the def2-TZVPD basis",
  "symbols": ["C", "C", "N", "N", "N", "N", "O", "O", "O", "O", "O", "O", "O", "H", "H", "H", "H"],
  "positions_angstrom": [[-0.6925, -1.2617, 0.3135], [-1.5540, -0.2443, 0.4883], [-1.1412, -2.5004, 0.4309], [2.7738, 1.2184, 0.6807], [2.2022, 1.1043, -1.8483], [-1.0835, 1.0980, 0.1574], [2.5059, 0.0711, 0.9180], [2.6996, 1.8427, -0.3423], [1.5321, 1.7763, -2.4928], [2.3812, -0.0602, -1.8123], [0.0766, 1.1324, -0.2730], [-1.8190, 2.0316, 0.4475], [-2.8079, -0.1343, 0.9366], [0.3837, -1.2047, 0.0665], [-2.0486, -2.6864, 0.6835], [-0.3977, -3.0953, 0.6268], [-3.0106, 0.9126, 1.0190]],
  "molar_mass_g_mol": 196.08,
  "lumo_energy_ha": [-0.0442, -0.0441],
  "charge": 0,
  "e_above_lowest_kj_mol": 190.7,
  "energy_ha": -823.91861,
  "homo_energy_ev": [-8.376, -8.377],
  "gap_ev": [7.17, 7.18],
  "fmax_ev_per_a": 5.0
}